(1)
Computed, not measured: a cluster of 6 separate species, C22H54Cl2O10 in total, with the ωB97M-V functional and the def2-TZVPD basis.

Cartesian coordinates (Å):
Cl1 -0.119 -0.392 0.463
Cl2 2.451 1.609 -1.025
O1 3.592 -0.681 3.051
O2 0.270 -4.156 -3.529
O3 0.914 -1.479 5.444
O4 6.403 -1.270 -5.199
O5 -3.881 0.491 2.717
O6 -2.833 -3.993 -3.687
O7 3.433 -0.452 -4.980
O8 -2.924 -0.843 5.348
O9 -1.588 3.931 0.604
O10 -3.481 5.963 0.583
C1 -2.650 -3.274 -2.454
C2 -4.506 6.921 0.406
C3 3.631 0.097 1.845
C4 4.454 0.315 -4.323
C5 -3.263 5.298 1.812
C6 2.232 -1.498 4.946
C7 -2.018 0.101 6.060
C8 1.693 -3.818 -3.688
C9 0.223 0.001 -1.182
C10 -1.867 -3.762 -4.761
C11 0.844 -2.314 6.571
C12 -2.598 0.010 2.979
C13 -2.680 -1.187 3.901
C14 0.712 1.470 -1.323
C15 5.633 -1.849 -6.279
C16 -4.554 1.173 3.686
C17 -2.561 2.865 0.123
C18 2.197 0.227 -5.146
C19 -0.575 -4.539 -4.648
C20 2.235 -0.787 3.618
C21 -1.925 4.520 1.872
C22 5.733 -0.563 -4.117
H1 -3.404 -1.956 3.631
H2 -3.517 -3.351 -1.798
H3 5.545 -1.185 -7.140
H4 4.599 1.222 -4.910
H5 1.692 0.134 3.828
H6 -1.795 -3.580 -1.850
H7 -5.036 0.504 4.398
H8 -5.434 1.706 3.325
H9 -2.416 -4.111 -5.636
H10 4.615 -2.212 -6.144
H11 -1.987 2.603 -0.765
H12 1.310 -1.801 7.412
H13 -1.940 0.806 3.327
H14 4.639 0.352 1.518
H15 1.529 -0.388 -5.750
H16 1.283 -3.311 6.558
H17 -4.661 7.508 1.312
H18 3.103 1.050 1.844
H19 -0.208 -2.470 6.813
H20 -3.229 6.052 2.598
H21 -2.438 1.103 5.976
H22 -4.141 4.677 1.990
H23 2.270 -4.736 -3.794
H24 1.897 0.533 -4.144
H25 4.041 0.709 -3.394
H26 3.191 -0.511 1.055
H27 0.238 2.173 -0.638
H28 -1.770 -2.686 -4.909
H29 -5.443 6.434 0.136
H30 -2.626 2.103 0.900
H31 1.950 -3.265 -2.785
H32 1.565 -1.213 2.871
H33 0.541 1.905 -2.308
H34 5.515 -1.318 -3.361
H35 -4.264 7.527 -0.466
H36 -2.554 -2.226 -2.738
H37 0.018 -4.214 -5.503
H38 6.566 -0.014 -3.677
H39 -1.001 0.140 5.671
H40 -1.587 3.917 2.715
H41 1.726 -3.339 -4.667
H42 -1.279 5.362 2.118
H43 3.008 -1.052 5.569
H44 -0.623 -0.368 -1.761
H45 2.398 1.138 -5.709
H46 -2.297 -0.447 2.036
H47 -3.449 3.369 -0.260
H48 -3.875 1.752 4.312
H49 -2.128 -0.040 7.135
H50 6.191 -2.680 -6.711
H51 -1.745 -1.709 3.700
H52 1.036 -0.618 -1.561
H53 -0.780 -5.608 -4.717
H54 2.538 -2.504 4.660

Cartesian forces (eV/Å) of the 2 atoms listed first:
0.0 -0.3 1.3
0.4 -0.1 0.1

Output
Max |F|   3.49 eV/Å
Charge   0
HOMO   -9.046 eV
SMILES   COCCOC.COCCOC.COCCOC.COCCOC.COCCOC.ClCCCl


(2)
Computed, not measured: a cluster of 9 separate species, C27H78N10O9 in total, with the ωB97M-V functional and the def2-TZVPD basis.

Cartesian coordinates (Å):
O1 1.976 4.201 4.884
O2 5.998 1.525 -2.144
O3 -6.246 -3.961 1.265
O4 -1.024 1.226 2.503
O5 6.136 -2.212 4.997
O6 -0.752 0.187 -6.620
O7 -7.088 2.620 -3.106
O8 3.361 -5.449 -3.449
O9 -4.306 6.943 2.740
N1 4.786 3.245 -0.038
N2 4.912 -1.597 7.644
N3 -3.480 5.283 4.009
N4 3.387 5.491 5.984
N5 -7.973 -6.430 -0.121
N6 -9.041 1.750 -0.055
N7 2.012 6.512 4.816
N8 1.177 2.446 -4.206
N9 7.159 -6.032 -3.573
N10 -2.301 5.868 2.352
C1 2.415 5.301 5.159
C2 0.273 1.139 -6.104
C3 -6.654 1.895 -0.219
C4 6.588 1.545 -0.809
C5 6.252 2.900 -0.106
C6 0.105 1.589 -4.608
C7 6.752 3.141 1.347
C8 -5.777 -3.453 2.523
C9 2.645 -1.644 6.617
C10 6.465 -3.552 5.347
C11 -0.353 0.849 1.287
C12 6.916 1.006 -3.132
C13 -7.974 2.398 -0.764
C14 -9.376 -4.537 -0.531
C15 -8.003 -4.915 -0.164
C16 -3.469 6.077 2.968
C17 5.869 -5.359 -3.864
C18 4.097 -2.117 6.569
C19 3.123 -4.084 -2.981
C20 5.701 -5.124 -5.326
C21 -8.158 2.079 -2.315
C22 4.731 -1.854 5.138
C23 -7.640 -4.243 1.173
C24 -1.873 0.876 -7.276
C25 -1.248 2.275 -4.257
C26 4.635 -6.036 -3.126
C27 -7.083 4.013 -3.342
H1 6.406 0.646 -0.220
H2 -10.154 -4.786 0.190
H3 -5.698 2.225 -0.625
H4 7.661 1.746 -3.424
H5 0.254 2.111 -6.596
H6 6.956 -6.666 -2.814
H7 1.290 0.749 -6.142
H8 7.678 1.540 -0.829
H9 2.039 1.924 -4.270
H10 4.283 -2.380 4.294
H11 -7.892 -4.936 1.976
H12 -9.680 -4.878 -1.521
H13 6.371 0.762 -4.043
H14 -8.786 0.788 -0.230
H15 -7.329 4.581 -2.445
H16 -2.057 1.548 -4.337
H17 3.459 -3.377 -3.740
H18 -8.998 1.782 0.954
H19 -7.028 -6.630 0.174
H20 -1.345 2.572 -3.213
H21 6.729 4.184 1.661
H22 6.377 -3.844 6.393
H23 1.081 3.120 -4.952
H24 -7.856 4.239 -4.077
H25 2.136 -3.735 -2.678
H26 -1.429 3.090 -4.958
H27 4.308 2.570 0.541
H28 -1.750 5.034 2.495
H29 -4.164 5.410 4.741
H30 7.367 0.057 -2.845
H31 -6.311 -3.840 3.391
H32 -6.089 4.205 -3.747
H33 4.689 -2.041 8.522
H34 4.027 -3.188 6.757
H35 2.067 -1.826 7.523
H36 -6.607 0.854 -0.539
H37 2.552 7.272 5.205
H38 0.432 0.113 1.460
H39 3.917 4.741 6.404
H40 0.161 1.715 0.868
H41 4.925 -5.945 -2.079
H42 7.793 2.840 1.463
H43 5.909 -4.383 -3.380
H44 -8.517 -6.715 0.682
H45 2.076 -2.173 5.852
H46 -7.961 1.009 -2.240
H47 -2.554 0.152 -7.723
H48 7.488 -6.513 -4.398
H49 7.481 -3.602 4.955
H50 4.330 3.009 -0.908
H51 -2.528 1.469 -6.638
H52 -4.736 -3.721 2.705
H53 -2.778 4.563 4.096
H54 -5.702 -2.365 2.527
H55 0.156 0.741 -3.925
H56 3.779 -3.873 -2.136
H57 -8.046 3.480 -0.655
H58 4.482 -7.059 -3.470
H59 -7.376 -4.487 -0.947
H60 -9.405 -3.449 -0.592
H61 3.757 6.418 6.138
H62 6.640 3.625 -0.821
H63 4.861 -4.442 -5.460
H64 -9.161 2.352 -2.643
H65 -6.524 1.801 0.859
H66 -0.326 1.678 2.981
H67 -1.197 0.451 0.725
H68 -2.181 6.418 1.514
H69 -1.509 1.604 -8.000
H70 6.052 2.610 1.993
H71 -8.238 -3.346 1.337
H72 5.515 -5.994 -5.956
H73 5.859 -4.282 4.811
H74 6.519 -4.521 -5.720
H75 2.597 -0.582 6.377
H76 5.820 -1.928 7.349
H77 4.594 -0.802 4.888
H78 1.388 6.737 4.054

Cartesian forces (eV/Å) of the 2 atoms listed first:
-0.6 -0.2 -0.8
1.2 -0.5 0.8

Output
Max |F|   6.29 eV/Å
Charge   0
HOMO   -9.097 eV
SMILES   COC[C@H](C)N.COC[C@H](C)N.COC[C@H](C)N.COC[C@H](C)N.COC[C@H](C)N.COC[C@H](C)N.NC(N)=O.NC(N)=O.CO


(3)
Computed, not measured: the ion CHN2O4S with charge -1, with the ωB97M-V functional and the def2-TZVPD basis.

Cartesian coordinates (Å):
S1 -2.007 0.552 -0.433
O1 -0.510 0.400 0.732
O2 -1.925 -0.847 -0.986
O3 3.220 1.094 -0.613
O4 -3.157 0.703 0.445
N1 0.392 -0.663 0.692
N2 1.587 -0.356 0.100
C1 2.331 0.548 -0.101
H1 0.069 -1.431 0.164

Cartesian forces (eV/Å) of the 2 atoms listed first:
0.6 -2.5 -1.1
-0.1 0.4 0.3

Output
Max |F|   2.79 eV/Å
Charge   -1
HOMO   -4.160 eV


(4)
Computed, not measured: a cluster of 11 separate species, C42H96F12N6O18PS4 in total, with the ωB97M-V functional and the def2-TZVPD basis.

Cartesian coordinates (Å):
S1 15.426 7.240 6.171
S2 15.305 5.231 15.155
S3 16.554 10.718 17.533
S4 21.681 7.981 9.250
P1 21.008 10.311 4.574
F1 16.911 6.577 16.923
F2 18.963 11.245 18.512
F3 23.769 6.348 8.884
F4 16.907 7.981 4.011
F5 24.323 7.950 9.975
F6 16.275 5.979 3.891
F7 23.131 6.460 10.965
F8 18.720 12.084 16.486
F9 17.688 13.022 18.219
F10 17.893 6.664 5.366
F11 17.865 4.883 16.128
F12 17.665 6.654 14.797
O1 15.467 6.055 7.046
O2 20.821 6.797 9.078
O3 15.846 11.212 16.368
O4 17.149 9.380 17.207
O5 12.836 10.450 16.480
O6 15.590 4.869 13.744
O7 20.599 7.762 14.026
O8 14.110 7.517 5.496
O9 14.047 10.642 8.332
O10 14.497 6.427 15.282
O11 21.266 8.851 10.339
O12 15.788 10.699 18.800
O13 17.289 10.515 12.875
O14 14.834 4.220 16.056
O15 15.959 8.372 6.926
O16 19.936 11.912 12.191
O17 21.004 1.148 9.704
O18 21.980 8.637 7.974
N1 22.597 8.740 14.743
N2 13.236 8.099 16.879
N3 19.368 2.995 7.839
N4 12.676 9.661 6.633
N5 21.130 13.929 12.735
N6 17.160 8.154 10.871
C1 15.988 9.111 10.535
C2 11.846 9.065 7.802
C3 23.729 11.347 4.308
C4 18.100 11.868 17.704
C5 18.678 12.813 3.578
C6 20.943 11.239 6.129
C7 22.594 9.730 13.550
C8 20.455 8.627 16.260
C9 19.597 11.305 6.959
C10 19.744 11.925 8.338
C11 18.651 13.594 13.395
C12 14.721 11.102 6.005
C13 13.976 9.460 14.753
C14 20.001 3.467 9.224
C15 21.976 13.624 11.484
C16 20.393 2.871 6.665
C17 18.085 9.369 13.013
C18 18.591 1.652 7.876
C19 19.459 10.441 3.624
C20 19.898 12.954 12.830
C21 13.862 10.578 7.107
C22 22.403 11.004 3.603
C23 23.336 7.140 9.843
C24 17.054 5.900 15.759
C25 18.306 4.105 7.357
C26 17.164 12.935 3.974
C27 13.378 9.428 16.113
C28 22.219 5.346 2.651
C29 18.431 12.140 9.019
C30 19.178 11.635 2.790
C31 14.113 8.128 18.204
C32 18.392 8.842 11.616
C33 16.503 7.021 11.704
C34 24.835 11.580 3.269
C35 21.174 8.231 14.949
C36 16.673 6.899 4.738
C37 22.163 6.317 3.706
C38 21.369 8.528 4.798
C39 25.306 10.458 2.336
C40 21.271 2.571 9.461
C41 21.625 7.699 3.472
C42 17.511 7.530 9.499
H1 15.287 11.944 6.404
H2 18.978 9.662 13.565
H3 21.167 2.152 6.935
H4 21.784 0.837 10.170
H5 18.440 11.225 2.101
H6 22.327 8.099 2.740
H7 21.577 2.946 10.438
H8 18.322 6.851 9.761
H9 23.238 7.961 14.787
H10 12.019 10.134 6.029
H11 21.120 8.357 17.081
H12 15.464 10.407 5.614
H13 13.371 8.956 13.999
H14 23.772 12.261 4.901
H15 17.364 6.409 11.971
H16 16.994 13.881 4.487
H17 13.089 8.957 6.037
H18 15.491 9.342 11.478
H19 10.895 8.966 7.278
H20 22.435 10.745 13.917
H21 17.836 12.862 8.459
H22 25.762 11.877 3.760
H23 26.196 9.924 2.668
H24 14.967 9.013 14.834
H25 15.204 8.834 9.831
H26 20.431 8.304 5.305
H27 22.581 5.703 1.686
H28 12.290 7.754 16.956
H29 21.218 5.019 2.368
H30 16.997 12.275 4.826
H31 17.808 12.906 13.343
H32 23.912 10.482 4.945
H33 18.314 1.307 6.879
H34 22.412 12.626 11.526
H35 15.970 7.427 12.564
H36 21.625 10.752 6.826
H37 12.404 8.179 8.104
H38 16.518 9.984 10.153
H39 17.483 8.767 13.694
H40 20.030 11.875 2.155
H41 22.763 4.428 2.870
H42 18.853 7.875 11.822
H43 18.842 13.740 14.459
H44 21.712 13.710 13.532
H45 15.895 6.392 11.054
H46 17.726 1.784 8.525
H47 19.125 3.391 9.867
H48 21.483 12.182 6.040
H49 25.536 10.938 1.386
H50 17.889 11.203 9.149
H51 21.992 11.917 3.172
H52 20.029 9.612 16.451
H53 22.183 2.871 8.946
H54 20.322 4.501 9.094
H55 23.155 6.193 4.140
H56 20.185 12.915 8.220
H57 17.577 4.367 8.124
H58 21.387 13.746 10.574
H59 18.961 9.480 10.941
H60 22.695 14.429 11.634
H61 20.803 3.867 6.500
H62 19.508 9.709 2.818
H63 19.231 0.844 8.231
H64 18.998 4.938 7.231
H65 15.157 8.257 17.916
H66 18.816 11.774 6.360
H67 13.622 7.337 16.340
H68 20.483 11.484 9.007
H69 22.194 8.528 5.510
H70 20.870 14.903 12.673
H71 22.867 9.324 15.521
H72 17.121 10.805 13.774
H73 18.512 13.534 2.777
H74 21.792 9.443 12.870
H75 16.656 7.033 9.042
H76 18.046 8.223 8.850
H77 21.442 5.964 4.443
H78 17.768 3.804 6.459
H79 11.638 9.681 8.677
H80 19.571 8.003 16.390
H81 24.500 12.369 2.595
H82 19.701 2.562 5.882
H83 18.646 12.495 10.026
H84 23.591 9.732 13.110
H85 13.771 9.050 18.675
H86 20.695 7.697 2.903
H87 18.669 10.204 4.336
H88 22.517 10.407 2.698
H89 18.411 14.578 12.991
H90 19.278 10.327 7.319
H91 19.228 13.287 4.391
H92 24.543 9.772 1.968
H93 16.409 12.802 3.200
H94 14.198 11.475 5.125
H95 13.934 7.230 18.795
H96 14.135 10.494 14.447

Cartesian forces (eV/Å) of the 2 atoms listed first:
-1.3 -0.8 1.5
1.2 -0.5 -1.7

Output
Max |F|   4.96 eV/Å
Charge   +2
HOMO (alpha / beta)   -8.002 / -11.633 eV
Expectation value of S²   0.75
Multiplicity   2


(5)
Computed, not measured: a structure of composition C3H7NO2, with the ωB97M-V functional and the def2-TZVPD basis.

Cartesian coordinates (Å):
O1 0.400 0.048 -0.975
O2 0.180 1.961 0.943
N1 1.422 1.755 0.736
C1 0.068 -1.338 -0.533
C2 -0.829 0.498 -0.431
C3 -1.138 -0.793 0.221
H1 0.905 -1.818 0.024
H2 2.015 1.150 1.349
H3 -1.161 -0.798 1.413
H4 -2.003 -1.353 -0.089
H5 -0.149 -1.957 -1.297
H6 -1.471 1.046 -1.096
H7 1.761 1.601 -0.265

Cartesian forces (eV/Å) of the 2 atoms listed first:
-1.1 -0.7 -0.1
-1.0 -0.6 -0.5

Output
Max |F|   4.77 eV/Å
Charge   0
HOMO (alpha / beta)   -8.142 / -7.197 eV


(6)
Computed, not measured: a cluster of 2 separate species, C4H12NO2 in total, with the ωB97M-V functional and the def2-TZVPD basis.

Cartesian coordinates (Å):
O1 2.558 1.441 -1.856
O2 -2.044 -1.117 0.910
N1 -1.345 1.121 -0.100
C1 0.135 1.082 -0.220
C2 0.486 -0.399 -0.459
C3 0.425 -1.296 0.758
C4 -0.900 -1.462 1.496
H1 -1.650 1.816 0.536
H2 0.773 -2.308 0.426
H3 2.500 1.199 -2.751
H4 3.427 1.804 -1.820
H5 0.610 1.592 -1.041
H6 -1.712 1.361 -1.025
H7 -0.134 -0.871 -1.229
H8 1.464 -0.335 -0.863
H9 -1.730 0.088 0.218
H10 0.568 1.501 0.694
H11 1.244 -1.132 1.487
H12 -0.756 -1.999 2.439

Cartesian forces (eV/Å) of the 2 atoms listed first:
-0.2 0.3 1.3
0.5 0.4 -0.2

Output
Max |F|   2.10 eV/Å
Charge   0
HOMO (alpha / beta)   -4.344 / -8.057 eV
Expectation value of S²   0.75
Multiplicity   2


(7)
Computed, not measured: a cluster of 3 separate species, C12H18BF16NO4P in total, with the ωB97M-V functional and the def2-TZVPD basis.

Cartesian coordinates (Å):
P1 2.604 -3.498 2.165
F1 1.483 1.146 -3.785
F2 -4.056 -1.245 3.589
F3 2.377 -0.825 -3.726
F4 -3.755 -0.428 1.154
F5 -6.073 -1.989 3.993
F6 4.490 4.152 -2.187
F7 -2.292 2.634 1.994
F8 -2.571 0.992 3.381
F9 1.992 3.601 -4.582
F10 1.877 0.155 -6.254
F11 -1.651 0.152 1.009
F12 3.370 1.718 -5.906
F13 -6.218 0.014 2.229
F14 3.213 5.375 -4.203
F15 -7.026 0.510 4.200
F16 4.782 3.209 -4.138
O1 3.650 0.872 -3.263
O2 2.694 -4.689 3.367
O3 2.333 -2.108 3.086
O4 -4.334 1.990 2.418
N1 0.949 -1.565 0.259
C1 2.970 0.486 -5.529
C2 3.564 2.043 -2.478
C3 3.887 3.391 -3.143
C4 0.105 -2.706 0.649
C5 -5.233 -0.936 4.154
C6 -5.099 1.621 3.548
C7 2.608 0.452 -4.045
C8 -5.873 0.292 3.502
C9 2.717 4.240 -3.644
C10 1.776 -1.898 -0.880
C11 -2.910 0.615 1.052
C12 -3.045 1.547 2.257
B1 0.917 -3.983 1.327
H1 -5.870 2.386 3.592
H2 -4.520 1.717 4.465
H3 -5.087 -0.767 5.225
H4 1.403 -2.078 3.290
H5 2.626 2.081 -1.926
H6 -0.389 -3.092 -0.243
H7 3.458 -4.504 3.896
H8 0.320 -0.857 -0.070
H9 2.446 -2.699 -0.672
H10 -3.134 1.153 0.128
H11 1.245 -4.739 0.420
H12 2.379 -1.044 -1.100
H13 -0.651 -2.389 1.341
H14 4.345 1.905 -1.734
H15 3.771 -0.226 -5.733
H16 1.160 -2.098 -1.746
H17 0.210 -4.603 2.109
H18 2.065 4.519 -2.812

Cartesian forces (eV/Å) of the 2 atoms listed first:
0.6 0.2 -0.2
-0.1 0.0 -0.2

Output
Max |F|   1.36 eV/Å
Charge   -1
HOMO   -3.055 eV